Molecular formula: C4H10N2O2
Method: DFT, ωB97M-V with the def2-TZVPD basis set

## Properties
DFT total energy	-418.26241	a.u.

Geometry (Å):
C: 0.646 1.086 -0.020
C: -0.368 -0.576 -2.031
N: 1.058 -0.047 -0.833
C: -0.340 0.799 1.081
N: -0.647 -1.905 -2.138
C: -0.018 0.464 2.331
O: -1.655 0.852 0.647
O: 1.249 0.405 2.857
H: -2.248 0.589 1.361
H: 1.895 0.620 2.174
H: 1.190 -0.875 -0.257
H: -1.278 -2.330 -1.467
H: 0.084 -2.512 -2.484
H: 1.534 1.576 0.406
H: 0.195 1.836 -0.682
H: -0.762 0.213 3.078
H: 0.684 -0.199 -2.337
H: -1.218 0.004 -1.684

Molecular formula: C20H42O3OsP4
Method: DFT, ωB97M-V with the def2-TZVPD basis set

## Properties
charge	+4
2S+1	5
expectation value of S²	6.0384
DFT total energy	-2467.36189	a.u.

Geometry (Å):
P: 2.635 -0.467 -0.283
C: 3.388 -0.747 1.368
H: 4.505 -0.781 1.262
H: 3.094 -1.712 1.820
H: 3.176 0.052 2.099
C: 3.333 -1.989 -1.013
H: 3.359 -1.994 -2.120
H: 2.793 -2.910 -0.689
H: 4.397 -2.122 -0.675
C: 3.789 0.840 -0.787
H: 4.837 0.444 -0.775
H: 3.774 1.702 -0.081
H: 3.611 1.252 -1.800
P: -0.786 2.847 -0.754
C: -0.843 3.944 0.706
H: -1.371 4.895 0.439
H: 0.161 4.239 1.066
H: -1.394 3.518 1.567
C: 0.142 4.033 -1.787
H: 0.077 3.846 -2.877
H: 1.223 4.080 -1.522
H: -0.258 5.072 -1.627
C: -2.519 3.100 -1.238
H: -2.707 4.190 -1.422
H: -3.226 2.798 -0.431
H: -2.837 2.563 -2.156
P: -1.984 -1.751 -0.278
C: -2.829 -2.057 1.314
H: -3.410 -3.010 1.262
H: -3.558 -1.265 1.578
H: -2.140 -2.166 2.173
C: -3.527 -1.726 -1.256
H: -4.225 -2.525 -0.888
H: -3.382 -1.911 -2.336
H: -4.077 -0.764 -1.151
C: -1.370 -3.460 -0.463
H: -2.235 -4.175 -0.471
H: -0.724 -3.764 0.394
H: -0.788 -3.652 -1.387
Os: -0.098 0.406 -0.034
C: 1.038 1.489 0.934
O: 1.629 2.177 1.682
C: -1.616 0.777 0.948
O: -2.458 1.110 1.700
C: -1.348 -0.113 -3.671
C: -0.708 -1.349 -3.581
C: 0.723 -1.386 -3.458
C: 1.478 -0.227 -3.639
C: 0.804 1.038 -3.730
C: -0.586 1.091 -3.854
H: -2.426 -0.052 -3.768
H: -1.232 -2.267 -3.730
H: 1.202 -2.356 -3.388
H: 2.525 -0.262 -3.840
H: 1.407 1.929 -3.865
H: -1.087 1.965 -4.206
C: 0.883 -2.412 3.654
P: 0.190 -0.865 3.029
C: -1.392 -0.735 4.008
C: 1.061 0.516 3.889
O: 0.256 -1.043 1.533
H: 1.929 -2.578 3.352
H: 0.296 -3.270 3.298
H: 0.860 -2.422 4.750
H: -1.115 -0.605 5.053
H: -2.019 0.147 3.757
H: -2.044 -1.630 4.031
H: 2.163 0.616 3.697
H: 0.589 1.488 3.705
H: 0.994 0.355 4.965

Molecular formula: C19H39F7N4O7P
Method: DFT, ωB97M-V with the def2-TZVPD basis set

## Properties
charge	-1
DFT total energy	-2533.16972	a.u.

Geometry (Å):
C: -7.229 0.583 -1.674
C: -5.727 0.999 -1.063
N: -4.836 -0.157 -0.741
C: -4.547 -0.970 -1.918
C: -2.974 -1.272 -2.311
O: -2.268 -2.364 -2.051
O: -2.221 -0.171 -3.003
P: -5.719 -2.505 -2.221
N: -7.007 -2.553 -0.934
O: -4.783 -4.008 -2.170
C: -4.432 -0.397 0.603
F: -4.069 0.951 1.214
F: -5.645 -0.790 1.422
C: -3.215 -1.317 1.102
F: -1.851 -0.957 0.553
F: -3.031 -0.894 2.555
C: -3.434 -2.928 1.231
F: -3.363 -3.370 2.679
F: -2.329 -3.732 0.582
F: -4.711 -3.471 0.743
H: -7.166 -0.013 -2.678
H: -7.744 -0.023 -0.791
H: -7.816 1.604 -1.772
H: -5.978 1.747 -0.204
H: -5.227 1.654 -1.927
H: -4.881 -0.287 -2.852
H: -7.203 -3.594 -0.855
H: -7.910 -2.148 -1.326
H: -5.346 -4.750 -1.790
C: 3.470 -2.418 4.785
O: 3.084 -3.479 3.920
C: 1.685 -3.503 3.611
C: 1.416 -2.993 2.183
N: 1.647 -1.547 2.070
C: 1.784 -1.051 0.693
C: 2.828 -1.705 -0.236
O: 4.187 -1.415 0.091
C: 4.696 -2.126 1.209
H: 4.462 -2.649 5.179
H: 3.546 -1.474 4.244
H: 2.780 -2.315 5.629
H: 1.088 -2.959 4.357
H: 1.381 -4.555 3.655
H: 0.378 -3.209 1.910
H: 2.072 -3.555 1.516
H: 2.486 -1.296 2.581
H: 2.029 0.012 0.777
H: 0.797 -1.107 0.212
H: 2.674 -1.280 -1.234
H: 2.682 -2.784 -0.351
H: 4.331 -3.158 1.245
H: 4.445 -1.592 2.124
H: 5.783 -2.151 1.141
C: 1.963 6.035 -2.152
O: 1.581 4.692 -2.419
C: 2.431 4.017 -3.355
C: 3.364 3.017 -2.647
N: 4.397 3.703 -1.858
C: 5.077 2.857 -0.867
C: 4.228 2.080 0.160
O: 3.605 2.889 1.158
C: 2.462 3.606 0.715
H: 1.120 6.536 -1.673
H: 2.805 6.078 -1.459
H: 2.205 6.576 -3.073
H: 2.992 4.721 -3.986
H: 1.768 3.447 -4.014
H: 3.852 2.383 -3.394
H: 2.735 2.386 -2.017
H: 3.985 4.491 -1.371
H: 5.750 3.520 -0.314
H: 5.717 2.146 -1.409
H: 4.916 1.425 0.708
H: 3.497 1.413 -0.307
H: 1.850 3.021 0.019
H: 2.776 4.545 0.262
H: 1.850 3.856 1.581

Molecular formula: C18H36Br18
Method: DFT, ωB97M-V with the def2-TZVPD basis set

## Properties
SMILES	BrCCBr.BrCCBr.BrCCBr.BrCCBr.BrCCBr.BrCCBr.BrCCBr.BrCCBr.BrCCBr
DFT total energy	-47039.62409	a.u.

Geometry (Å):
Br: 4.217 4.778 6.452
C: 3.536 4.468 4.575
C: 2.134 3.858 4.578
Br: 1.421 3.823 2.703
H: 4.178 3.672 4.199
H: 3.707 5.267 3.853
H: 1.512 4.565 5.127
H: 2.187 2.869 5.031
Br: 1.391 5.491 -2.889
C: 2.883 6.784 -2.212
C: 4.251 6.169 -2.540
Br: 4.513 4.662 -1.193
H: 2.844 7.198 -1.204
H: 2.749 7.691 -2.803
H: 4.961 6.981 -2.383
H: 4.262 5.692 -3.519
Br: 6.680 0.296 -6.922
C: 6.166 0.191 -5.094
C: 4.628 -0.061 -5.053
Br: 4.130 -0.508 -3.164
H: 6.482 1.124 -4.628
H: 6.738 -0.651 -4.702
H: 4.306 -0.850 -5.732
H: 4.146 0.879 -5.321
Br: 0.189 -0.783 6.517
C: 0.915 -0.812 8.346
C: 0.004 0.002 9.249
Br: 0.530 1.874 9.160
H: 1.891 -0.327 8.336
H: 1.162 -1.853 8.556
H: 0.075 -0.141 10.327
H: -1.049 -0.094 8.984
Br: 4.782 -5.862 1.700
C: 4.794 -3.916 1.814
C: 5.115 -3.606 3.264
Br: 4.720 -1.719 3.710
H: 3.827 -3.512 1.515
H: 5.511 -3.645 1.039
H: 6.141 -3.711 3.616
H: 4.363 -4.213 3.769
Br: -1.242 -2.156 0.638
C: -0.827 -0.264 0.207
C: -1.735 0.255 -0.934
Br: -1.313 -0.712 -2.616
H: 0.251 -0.186 0.062
H: -0.978 0.283 1.138
H: -1.509 1.245 -1.329
H: -2.772 0.228 -0.598
Br: -6.804 -2.196 -1.537
C: -6.802 -2.866 0.314
C: -7.722 -1.922 1.085
Br: -7.441 -2.321 2.985
H: -5.779 -2.803 0.686
H: -6.980 -3.941 0.350
H: -8.763 -2.236 1.003
H: -7.590 -0.857 0.893
Br: -2.074 -6.560 -5.152
C: -0.187 -6.952 -4.797
C: 0.468 -5.930 -3.833
Br: 2.437 -5.984 -4.112
H: 0.433 -6.922 -5.692
H: -0.126 -7.967 -4.405
H: 0.244 -6.130 -2.785
H: 0.101 -4.939 -4.099
Br: -6.531 2.348 -3.809
C: -8.427 2.988 -3.914
C: -9.455 2.018 -4.500
Br: -9.090 1.904 -6.452
H: -8.386 3.935 -4.452
H: -8.641 3.286 -2.887
H: -10.511 2.265 -4.392
H: -9.239 1.017 -4.127

Molecular formula: C20H60O10S10
Method: DFT, ωB97M-V with the def2-TZVPD basis set

## Properties
DFT total energy	-5531.82298	a.u.

Geometry (Å):
C: -3.327 -2.460 3.097
S: -3.609 -2.639 4.945
O: -3.881 -4.113 5.190
C: -1.897 -2.297 5.528
H: -3.085 -1.438 2.803
H: -4.289 -2.729 2.662
H: -2.644 -3.193 2.668
H: -1.162 -2.860 4.953
H: -1.727 -2.759 6.501
H: -1.677 -1.234 5.623
C: -8.440 3.933 2.264
S: -7.251 3.951 0.827
O: -6.636 5.338 0.781
C: -5.903 2.900 1.432
H: -8.638 2.867 2.374
H: -9.422 4.368 2.082
H: -8.003 4.304 3.191
H: -6.125 1.834 1.446
H: -5.587 3.330 2.383
H: -5.144 3.128 0.683
C: 2.104 2.302 -5.981
S: 2.488 1.020 -4.721
O: 2.222 -0.360 -5.297
C: 4.316 1.184 -4.619
H: 1.056 2.321 -6.282
H: 2.622 2.003 -6.892
H: 2.377 3.353 -5.884
H: 4.743 0.619 -3.791
H: 4.436 2.234 -4.351
H: 4.804 1.057 -5.586
C: -3.501 -6.741 -1.359
S: -5.159 -7.244 -2.018
O: -5.247 -6.496 -3.367
C: -4.565 -8.932 -2.524
H: -3.093 -7.505 -0.698
H: -3.560 -5.764 -0.879
H: -2.828 -6.639 -2.210
H: -4.515 -9.538 -1.620
H: -3.530 -8.799 -2.839
H: -5.077 -9.450 -3.335
C: 0.352 -1.420 -0.790
S: 0.646 -0.025 0.348
O: 1.789 0.792 -0.282
C: -0.902 1.056 0.037
H: -0.410 -2.077 -0.371
H: 1.293 -1.951 -0.936
H: 0.065 -0.937 -1.724
H: -0.753 1.514 -0.940
H: -1.038 1.809 0.814
H: -1.742 0.362 0.018
C: -2.396 8.275 1.401
S: -1.286 7.146 0.595
O: -1.327 5.893 1.458
C: -2.391 6.671 -0.816
H: -1.825 9.116 1.795
H: -2.780 7.744 2.272
H: -3.229 8.598 0.777
H: -2.701 7.542 -1.393
H: -3.250 6.188 -0.352
H: -1.845 5.944 -1.418
C: 2.614 -6.609 -3.301
S: 2.459 -8.411 -3.347
O: 0.932 -8.584 -3.402
C: 3.014 -8.594 -5.116
H: 2.132 -6.144 -4.161
H: 3.676 -6.362 -3.321
H: 2.131 -6.271 -2.385
H: 3.817 -7.895 -5.352
H: 2.184 -8.386 -5.791
H: 3.383 -9.603 -5.302
C: 2.769 4.181 3.716
S: 3.369 4.752 5.351
O: 4.093 3.604 6.046
C: 4.555 5.987 4.774
H: 1.962 3.455 3.806
H: 3.645 3.756 3.225
H: 2.381 5.078 3.233
H: 5.104 6.348 5.643
H: 4.155 6.854 4.248
H: 5.276 5.572 4.069
C: 3.608 6.090 -0.967
S: 4.575 7.117 0.147
O: 5.891 6.387 0.310
C: 4.792 8.611 -1.024
H: 3.273 5.128 -0.579
H: 4.102 6.121 -1.938
H: 2.698 6.649 -1.182
H: 5.806 9.009 -1.064
H: 4.085 9.415 -0.823
H: 4.750 8.320 -2.074
C: 3.975 -6.797 1.967
S: 2.370 -5.946 2.563
O: 2.298 -4.557 1.891
C: 1.048 -6.964 1.802
H: 4.253 -6.730 0.915
H: 3.893 -7.873 2.125
H: 4.789 -6.408 2.577
H: 0.189 -6.303 1.694
H: 0.785 -7.724 2.538
H: 1.258 -7.371 0.813

Molecular formula: C12H9AuN2O4S
Method: DFT, ωB97M-V with the def2-TZVPD basis set

## Properties
DFT total energy	-1406.94292	a.u.

Geometry (Å):
Au: -0.351 0.638 1.307
O: 0.669 2.624 4.401
S: 0.708 1.417 3.645
O: 1.227 0.239 4.269
O: -0.793 1.104 3.157
O: 1.292 1.627 2.233
C: 2.253 2.517 -3.232
C: 1.798 1.279 -3.678
C: 1.093 0.448 -2.830
C: 0.844 0.867 -1.527
C: 1.303 2.094 -1.069
C: 2.007 2.921 -1.930
N: 0.114 0.046 -0.612
N: -0.281 -1.071 -0.996
C: -1.092 -1.717 -0.064
C: -1.573 -2.999 -0.307
C: -2.361 -3.603 0.658
C: -2.648 -2.939 1.846
C: -2.166 -1.654 2.094
C: -1.404 -1.048 1.124
H: 2.806 3.161 -3.903
H: 1.995 0.963 -4.693
H: 0.732 -0.515 -3.163
H: 1.141 2.398 -0.041
H: 2.369 3.875 -1.574
H: -1.316 -3.497 -1.232
H: -2.745 -4.600 0.492
H: -3.255 -3.428 2.597
H: -2.367 -1.147 3.028